C31H45As3Br2Cl3ILaN3O2S as an isolated structure at a distorted geometry, computed with the ωB97M-V functional and the def2-TZVPD basis.

Its highest occupied orbital energy is -12.5 eV. Its spin multiplicity is 1. As for the net charge: +2. The value obtained for the energy relative to the best compared isomer or geometry (same formula, charge and spin) is 31.5 kJ/mol.

XYZ file:
```
92
C31H45As3Br2Cl3ILaN3O2S, DFT the ωB97M-V functional and the def2-TZVPD basis
La -23.32194 6.12149 4.80467
C -25.04827 3.51445 7.31450
As -24.55153 5.37183 7.54389
C -23.03053 5.11560 8.72104
C -25.89493 6.01444 8.79115
C -27.26081 6.57752 8.29413
C -28.03695 7.08916 9.50715
C -27.06394 7.81655 7.37387
As -26.38694 7.58253 5.55803
C -26.22950 9.42197 4.92820
C -27.97729 7.24976 4.53271
C -28.03806 5.49998 7.55980
As -28.88429 3.78506 8.29932
C -28.27648 3.51441 10.13710
C -30.72477 4.55145 8.56951
H -25.14740 3.01718 8.27132
H -24.27912 3.03373 6.73001
H -25.99396 3.47688 6.76323
H -23.33215 4.58046 9.62126
H -22.56476 6.06744 8.94513
H -22.33114 4.52122 8.13464
H -25.44905 6.80780 9.37056
H -26.03679 5.25162 9.52145
H -27.55126 7.94784 9.92541
H -28.01775 6.31404 10.29631
H -29.06808 7.34062 9.28044
H -26.33091 8.51607 7.83866
H -27.98748 8.39866 7.28795
H -26.97144 10.08845 5.38972
H -26.38983 9.35586 3.84905
H -25.26491 9.87584 5.14566
H -28.73854 7.99848 4.81516
H -28.36600 6.26990 4.76615
H -27.76298 7.30512 3.48341
H -27.39998 5.13210 6.72464
H -28.91151 5.96540 7.07700
H -27.34793 2.87678 10.12029
H -29.02548 2.86826 10.59544
H -28.15306 4.41939 10.75196
H -31.12456 4.84945 7.60530
H -30.77929 5.43695 9.21618
H -31.36549 3.79290 9.06116
Cl -21.29332 1.30168 2.03234
C -21.67772 1.29403 3.74626
Cl -22.60729 -0.16250 4.15165
Cl -20.20566 1.42630 4.73016
C -22.58265 2.49523 4.04049
N -23.25840 3.40325 4.15945
C -23.40672 11.41988 6.56006
S -22.70173 9.77933 6.22910
C -21.93990 9.59037 7.84537
H -24.25925 11.25985 7.20844
H -23.71323 11.89240 5.64245
H -22.67418 12.09298 7.02081
H -21.01026 10.16009 7.83481
H -21.62729 8.54296 7.87337
H -22.60232 9.91392 8.62646
Br -17.18874 2.62694 8.79829
C -18.08726 4.26790 8.40538
C -17.73940 5.36745 9.15531
C -18.39115 6.58193 8.97802
C -19.39149 6.64099 8.05294
C -19.71024 5.56281 7.26539
C -19.05400 4.34319 7.36987
C -20.87392 5.79575 6.40904
O -21.35711 4.90804 5.62093
O -21.44345 6.92031 6.47496
H -16.97954 5.37919 9.90193
H -18.15638 7.45311 9.53363
H -20.04034 7.52396 7.98643
H -19.39249 3.49176 6.81059
N -25.16943 5.78479 0.64212
C -25.46154 7.09955 0.83174
C -24.94159 7.43576 2.05462
N -24.31609 6.31626 2.56313
C -24.47934 5.36252 1.68335
H -25.24922 5.28405 -0.22933
H -26.10499 7.66699 0.18713
H -24.90954 8.40633 2.54797
H -24.11056 4.35628 1.78025
Br -17.56794 8.73183 2.07426
C -19.06112 8.34248 0.96616
C -18.75242 8.25406 -0.40033
C -19.77884 8.09678 -1.32482
C -21.10222 8.08602 -0.92313
C -21.41627 8.23170 0.40942
C -20.38153 8.32079 1.38474
I -20.96264 8.50287 3.35375
H -17.74689 8.31226 -0.72569
H -19.50189 8.02151 -2.34693
H -21.86407 8.01589 -1.68588
H -22.45111 8.34328 0.72360
```

***

C24H47ClMnN2O12P2S2Sb as an isolated structure, computed with the ωB97M-V functional and the def2-TZVPD basis.

Its highest occupied orbital energy (alpha / beta) is -11.2 / -11.5 eV. Its spin multiplicity is 4. As for the net charge: +1.

XYZ file:
```
92
C24H47ClMnN2O12P2S2Sb, DFT the ωB97M-V functional and the def2-TZVPD basis
Mn -1.03569 0.26779 -1.42685
C -1.38611 5.30571 -1.67539
C -1.53849 3.78707 -1.59031
O -2.91783 3.53196 -1.63257
P -0.76946 3.11249 -0.06342
O -1.77719 3.19516 1.13767
O 0.42367 4.07991 0.31900
O -0.29894 1.69263 -0.20777
P -0.48122 2.96101 -2.85144
O -0.86392 3.51689 -4.29160
O 0.90721 3.29603 -2.43075
O -0.96120 1.50385 -2.89492
H -1.85551 5.78636 -0.81611
H -1.92329 5.62997 -2.56631
H -0.34942 5.62685 -1.74744
H -3.07757 2.57608 -1.60020
H -2.09466 4.07506 1.39347
H 0.98138 4.18834 -0.48034
H -0.27421 4.22787 -4.58598
C 3.82210 -2.33732 -0.44102
C 3.34901 -1.99547 0.96764
C 4.50966 -2.14263 1.95205
C 2.18513 -2.90242 1.35942
Sb 2.56352 0.06618 0.96388
C 1.70474 0.58041 2.92900
C 1.67249 2.09217 3.10229
C 0.28489 0.01987 2.89364
C 2.51284 -0.05997 4.05228
C 4.04653 1.46014 0.11471
C 3.74524 2.87775 0.57685
C 3.92786 1.37399 -1.40416
C 5.43849 1.04709 0.58630
H 4.15977 -3.37790 -0.44067
H 4.66515 -1.72366 -0.75785
H 3.02217 -2.24256 -1.17267
H 4.85296 -3.18093 1.91005
H 4.22054 -1.93884 2.97830
H 5.35738 -1.51089 1.69539
H 2.53462 -3.93907 1.34375
H 1.35254 -2.82248 0.65796
H 1.82494 -2.69568 2.36771
H 1.21360 2.60319 2.25738
H 2.66535 2.50816 3.26982
H 1.06983 2.31097 3.98887
H -0.32311 0.47539 2.11162
H -0.19057 0.21876 3.85881
H 0.27009 -1.06001 2.74229
H 3.56104 0.24186 4.04793
H 2.45277 -1.14654 4.03129
H 2.08011 0.26900 5.00226
H 2.70832 3.14827 0.40280
H 4.37249 3.56220 -0.00067
H 3.97363 3.02769 1.63100
H 2.97314 1.76562 -1.75912
H 4.05087 0.35840 -1.78095
H 4.72314 1.98887 -1.83605
H 5.52437 1.03489 1.67452
H 6.15584 1.78277 0.21031
H 5.73706 0.07519 0.19664
Cl -2.72082 -1.36697 2.47227
C -2.06028 -2.61866 1.40357
C -1.30928 -2.11671 0.18021
O -0.86008 -2.97459 -0.56868
O -1.18162 -0.84168 0.06617
H -2.88736 -3.22856 1.04149
H -1.39455 -3.25742 1.98149
C -6.74456 -4.04316 1.30747
C -5.94872 -3.07923 0.47324
C -5.17659 -3.52219 -0.59711
C -4.43217 -2.63451 -1.35824
C -4.47044 -1.28620 -1.04071
C -5.23288 -0.81504 0.02069
C -5.96680 -1.71601 0.76874
S -3.54910 -0.14246 -1.99575
O -2.95294 0.84495 -1.04114
O -4.35019 0.44502 -3.01376
O -2.33530 -0.90285 -2.47750
H -6.66826 -5.05868 0.92446
H -7.79790 -3.76274 1.32230
H -6.39242 -4.04055 2.33990
H -5.15396 -4.57821 -0.83587
H -3.81879 -2.98389 -2.17692
H -5.23093 0.23823 0.26645
H -6.55561 -1.35967 1.60448
N 0.01170 -0.91166 -4.56751
C 0.21122 -1.52250 -3.40934
N -0.14483 -2.77268 -3.21425
S 0.99640 -0.63063 -2.13250
H -0.61142 -1.30089 -5.25832
H 0.18209 0.08159 -4.60162
H -0.66619 -3.26741 -3.92213
H -0.26551 -3.04757 -2.23389
```